# C58H126F15N6O16

11 unconnected molecules or ions with the total composition C58H126F15N6O16 at a distorted geometry (ωB97M-V with the def2-TZVPD basis set, the OMol25 dataset).

Each line ends with the Mulliken charge.
Geometry (Å):
H 12.254110 18.105700 -6.286360  -0.030
H 13.074470 16.207280 -0.297370  0.191
O 14.577230 18.284780 -0.300750  -0.545
C 14.865140 11.809500 -3.644100  0.392
C 17.561900 11.507510 -8.045700  -1.063
C 13.294770 14.261790 -8.945580  -0.942
C 16.301300 10.607140 1.165150  1.160
H 8.757020 14.423130 0.439370  0.443
C 22.668950 7.755050 -2.156100  -0.792
H 12.124380 5.861890 -4.411400  0.323
H 11.400980 15.655560 1.273750  0.049
H 6.882220 9.759640 -4.950440  0.413
N 20.543660 9.170770 -1.411180  0.735
H 9.969290 15.528970 -2.677360  -0.107
C 13.617660 7.266800 -5.144450  0.266
H 15.901230 14.300780 -0.243560  0.074
C 20.123340 13.966050 0.371080  -0.052
O 17.653360 10.786970 1.431530  -0.885
H 23.830680 5.303140 -1.771390  0.303
C 15.715430 19.025890 -2.953750  -0.637
H 11.117210 16.100650 -6.732250  -0.372
H 20.771770 13.743130 -0.476230  0.420
H 14.543420 7.240710 -5.719240  0.171
H 9.241330 19.478390 -3.521460  0.202
H 18.253010 15.770780 -11.121860  0.462
H 13.019240 16.052040 -2.082030  -0.579
C 9.673150 16.016350 -3.606260  -0.943
H 20.014750 8.478910 1.551820  0.329
H 13.167140 5.193310 -5.721370  0.303
H 18.115330 10.992170 -10.597510  0.384
F 9.834220 13.426450 -9.560200  -0.304
H 8.809830 10.030500 -6.587600  -0.121
H 18.372970 10.870900 -2.595730  -0.267
H 9.264400 10.765920 -9.169520  0.050
H 13.763120 5.488480 -4.095950  0.435
F 14.577750 8.865850 0.657780  -0.354
C 13.953360 17.874080 -1.323860  0.133
C 6.647570 10.064150 -5.970390  -1.465
H 16.876850 10.731610 -8.387420  0.827
H 8.864370 17.545500 -8.198450  0.454
C 16.179200 15.550170 -5.721250  0.026
H 22.434670 4.776860 -0.766500  0.292
O 10.406520 12.445070 -1.637890  -0.949
H 21.037370 12.207850 -8.383220  0.467
C 14.427880 14.844090 -8.147150  0.357
H 9.243450 20.466280 -5.082980  0.343
H 8.114500 17.614250 -5.165510  0.476
F 13.293060 11.138450 -7.213560  -0.287
C 12.268020 9.188320 -6.176360  0.213
C 16.335710 15.104190 0.351300  -1.059
H 7.750110 19.929500 -4.446630  0.439
C 22.102510 9.046110 -1.667510  -0.852
C 7.957930 10.709660 -6.620880  1.401
O 17.936370 13.803040 -9.956260  -0.071
C 19.827030 9.216410 -2.822310  -0.654
C 8.869670 18.366400 -5.393740  -0.441
C 17.642100 15.125410 -10.490680  -0.880
H 9.841050 16.189350 2.110390  0.411
C 12.000250 13.485580 -5.022330  1.213
H 13.652680 19.126270 -3.095480  0.568
H 17.445450 13.943730 -1.844800  0.475
H 5.886920 10.836600 -5.857080  0.324
H 16.447160 11.532880 -6.196360  -0.418
O 13.989900 15.046140 -6.815350  0.731
C 17.684270 14.769060 0.884140  -0.223
H 11.744800 12.776800 -3.012100  0.009
C 10.638310 17.024460 -4.237120  0.179
C 19.978550 15.862530 -2.180590  -1.455
H 21.006900 15.617440 -1.915020  0.325
F 13.035050 11.652630 -0.236750  -0.115
H 23.727610 7.791260 -2.413070  0.493
H 14.707720 10.803550 -3.255020  0.382
C 8.803290 19.654460 -4.503910  -1.292
H 20.128350 11.719470 -6.967190  0.355
H 11.903120 17.075540 -1.367740  0.504
C 8.052160 14.253390 -4.325660  -0.568
H 18.031970 16.319530 -1.293070  0.102
C 11.361760 18.648890 -5.975320  -0.952
H 20.396650 9.656510 -3.640810  0.383
H 14.407850 11.011870 4.815260  0.352
H 18.846800 9.224080 -9.062400  0.393
H 8.217560 11.561870 -5.992840  -0.737
H 19.729560 15.273190 -3.063070  0.266
N 14.282730 18.400270 -2.785550  0.778
C 17.462450 11.244700 -6.468820  -0.216
H 11.238290 9.159700 -6.532650  -0.122
H 14.941370 16.863070 -6.630550  0.231
H 15.224880 12.664050 2.338380  -0.368
H 17.586220 15.747520 -9.597400  0.133
H 19.385180 16.535310 -0.246660  0.474
H 19.621750 8.194120 -3.139920  0.319
H 21.876630 14.595660 1.520250  0.571
C 15.691430 9.491240 0.190900  0.651
N 10.237250 17.650580 -5.659050  0.999
H 21.020390 15.718530 0.797500  0.463
O 7.568510 11.015340 -7.951790  -0.267
O 12.565810 7.803370 -5.989590  -0.377
H 14.029770 17.797840 -3.555740  -0.386
H 14.242630 12.718510 4.812570  0.360
H 22.626910 9.290620 -0.743760  0.429
C 18.160520 13.450030 -1.186750  -1.287
H 19.340760 9.643810 -7.382090  0.303
C 12.228540 12.594660 0.339630  0.781
H 22.289200 9.881450 -2.342390  0.555
C 18.434490 9.792510 -2.741970  -0.081
N 18.946750 11.398000 -8.705950  0.337
H 10.479630 18.189440 -8.522200  0.345
H 18.954710 12.977420 -1.764680  0.374
C 18.973550 15.858250 -0.995150  -0.108
H 21.168310 10.606370 0.198220  0.552
H 11.485000 19.365670 -5.163450  0.432
H 20.111820 16.856000 -2.608780  0.499
C 9.214810 12.804810 -8.599300  0.653
C 13.110120 5.879360 -4.876270  -1.406
C 18.811430 13.067600 -10.813080  -0.731
H 18.010990 12.005140 -5.913010  0.148
F 10.160290 12.338390 -7.768100  -0.025
H 13.441450 14.446650 -10.009730  0.531
C 18.984180 11.561370 -10.267030  -0.629
H 15.274770 14.158200 -8.168170  -0.601
H 12.176730 14.421480 -4.492180  -0.808
H 18.054230 15.615450 1.462800  0.286
C 13.080430 9.882520 -7.368500  0.889
H 22.166830 7.340180 -3.030090  0.360
H 17.780250 12.661530 -0.537320  -0.084
O 9.215830 15.018760 -4.540660  0.429
F 8.533310 13.758190 -7.896510  -0.292
H 9.401060 15.871500 -0.207180  0.134
H 8.903080 16.671060 -3.198270  0.707
H 18.913210 8.245360 -0.403500  0.037
H 12.715510 13.318290 -5.827630  -0.618
H 7.813370 14.239860 -3.262220  0.232
O 10.640120 14.375940 -0.471570  0.417
O 7.672740 11.382480 -10.102820  -0.944
H 15.773460 19.436980 -3.961580  0.320
H 19.738310 14.376470 -8.326880  0.234
H 8.026900 13.228000 -4.694490  -0.261
F 11.989450 12.272500 1.529690  -0.300
F 16.819920 16.240310 -4.823260  -0.321
H 18.805370 13.874640 -6.837870  -0.072
C 14.697860 16.031860 -5.968820  -0.457
H 19.823300 13.461040 -10.715910  0.406
H 21.550110 16.538850 2.869410  0.362
H 16.560810 18.345910 -2.848510  0.091
H 15.868510 12.201200 -3.477040  -0.197
C 10.759340 12.930440 -0.389880  -0.636
H 21.606650 7.823510 0.960810  0.274
H 20.415690 9.888800 -8.841960  0.495
H 16.317330 16.050800 -0.188770  0.173
H 16.373010 12.363080 3.549940  0.298
C 20.520800 7.795440 0.870000  -1.460
H 14.649670 15.809350 -8.602330  0.307
C 12.931300 16.737350 -1.238980  0.473
H 8.513800 18.716980 -6.362540  0.425
H 10.988450 13.101940 -5.153430  0.243
O 13.967910 13.651880 -2.292640  0.009
H 20.163180 16.250500 4.109540  0.329
H 19.503420 10.754970 -0.360940  0.048
H 18.349760 13.083780 -11.800350  0.508
H 15.796740 14.963310 1.288200  0.518
H 19.919730 16.948080 2.617860  0.335
H 9.456920 15.860720 -6.593740  0.022
O 20.165710 14.971350 2.470070  -0.351
H 22.198020 5.232210 -2.413320  0.362
H 10.125210 16.446930 -8.833200  0.475
H 11.002210 19.115460 -6.892460  0.462
C 20.524850 10.547020 -0.679580  -1.161
H 17.127700 12.496380 -8.193020  0.029
C 22.782780 5.476420 -1.526460  -0.875
F 12.974150 13.703130 0.493580  -0.292
H 19.936800 7.102370 -1.167090  0.552
F 14.326930 9.480090 -7.583220  -0.373
H 12.440070 14.909970 -8.752060  -0.178
H 20.355480 13.995320 -6.632940  0.520
H 20.828870 11.354180 -1.346040  0.517
C 14.284660 11.860200 4.142020  -1.114
C 19.691810 13.724970 -7.454250  -0.891
H 11.043050 17.842020 -3.640570  0.675
C 9.700190 14.948580 0.289650  -0.392
H 6.329990 9.185960 -6.532560  0.380
O 13.862930 16.545340 -4.935390  -0.584
C 15.457510 11.948980 3.127460  0.497
F 16.568660 8.543480 -0.052570  -0.384
F 16.271100 14.246270 -5.318560  0.133
H 19.867040 12.957150 0.694390  0.276
O 15.634380 10.735130 2.408290  -0.464
N 12.349120 12.603810 -3.802650  1.182
C 20.819340 14.806970 1.360280  -1.386
H 17.995680 9.681960 -3.733600  0.188
O 22.508780 6.870080 -1.092250  -0.224
N 18.749980 14.499020 -0.236860  0.882
C 19.405010 9.918850 -8.434860  -0.961
H 16.623140 15.172650 -10.874850  0.325
H 19.984300 11.143040 -10.380420  0.417
H 17.777450 13.796940 1.368300  0.506
H 7.226280 14.910780 -4.597440  0.360
C 19.965290 8.005910 -0.558070  0.022
C 8.475640 11.489820 -8.964750  -0.022
F 15.382330 9.917750 -0.972210  -0.075
H 13.448870 11.807190 3.444340  0.118
O 12.188610 9.856600 -4.883940  -0.899
H 15.724610 19.758220 -2.146470  0.452
H 20.059440 6.913560 1.314470  0.461
H 17.772600 10.267870 -6.097730  0.499
F 16.866800 15.739450 -6.925850  -0.286
H 12.193130 11.649050 -4.092810  0.374
C 13.753800 12.814170 -3.214310  -0.894
H 14.874140 11.683670 -4.726780  -0.515
H 10.095060 12.431490 0.315720  0.229
H 10.763130 14.580450 2.231430  0.306
H 13.714300 7.833030 -4.218090  0.021
C 20.053650 12.251200 -7.915760  -0.419
C 9.928200 17.308100 -8.194700  -1.547
H 11.419980 16.322520 -4.527620  -0.700
C 20.542020 16.187510 3.089440  -0.893
H 17.777100 9.205370 -2.100710  0.193
C 10.178480 16.649730 -6.805670  0.506
F 12.514880 9.783270 -8.538740  -0.324
C 10.396640 15.396820 1.609080  -1.057
H 13.105450 13.209740 -8.732430  0.149
H 15.907890 11.472450 0.631710  -0.615

Force components x, y, z for each atom (eV/Å):
0.070 -0.202 0.750
-0.185 0.149 -0.121
-2.348 -1.103 -5.844
-0.743 0.940 -1.070
-0.481 -0.117 2.094
-0.406 0.514 -0.124
1.584 3.566 1.399
0.120 -0.656 0.015
-0.574 -0.917 -0.005
-0.093 0.278 -0.399
-0.106 1.201 -0.163
0.132 -0.215 0.107
2.354 0.401 -0.429
1.227 -0.126 -0.050
-1.829 0.754 -1.168
0.064 0.084 -0.308
-1.493 -1.869 -1.541
-0.951 -1.187 -2.357
0.114 0.251 0.241
-1.369 -0.207 0.433
0.374 0.290 -0.174
0.020 0.555 -0.226
0.347 0.095 0.107
-0.109 0.440 0.009
1.001 -1.299 -0.510
0.514 -0.216 -0.067
-2.534 0.443 0.309
0.441 0.895 -0.187
-0.181 0.257 -0.105
0.510 -0.473 -0.184
0.605 0.816 -1.419
0.069 -0.264 -0.018
0.069 -0.099 0.614
0.898 -0.153 0.901
0.224 -0.463 0.090
0.398 0.420 0.301
1.540 0.023 4.225
1.915 0.608 0.025
0.340 0.097 -1.019
0.019 -0.030 -0.558
-1.915 -1.121 -0.917
0.259 0.402 0.275
2.427 0.718 1.794
-0.401 -0.118 -0.560
-0.181 0.060 -0.092
0.438 0.069 0.477
0.523 -0.265 0.561
-0.481 4.514 1.509
-1.011 1.022 4.027
-0.133 -1.454 0.179
-0.007 -0.273 0.345
-0.507 0.882 -0.120
-1.882 -0.872 0.017
0.865 0.517 -1.340
-0.866 -0.585 1.182
-0.153 0.610 -1.407
-1.518 0.821 1.919
0.345 -0.133 0.355
0.669 -1.010 2.558
-0.426 1.032 0.869
-0.096 -0.297 0.235
-0.173 -0.153 -0.504
-0.227 -0.739 -0.237
0.542 0.659 1.834
1.858 -0.574 -1.214
-1.856 0.215 1.465
0.972 -2.651 -2.500
0.079 -0.166 -0.058
-0.108 -0.339 0.392
-0.668 0.518 0.125
0.200 0.721 -0.136
-0.224 0.195 0.308
0.433 -1.429 -1.004
0.094 -0.357 -0.234
-0.092 0.392 0.448
-1.465 1.661 2.240
-0.146 -0.698 0.004
-1.541 -0.600 -0.969
0.632 0.375 0.702
-0.222 -0.298 -0.425
-0.434 0.250 0.190
0.158 0.474 -0.127
-0.391 -0.375 0.283
1.787 1.229 1.403
0.901 1.446 -0.943
0.008 -0.083 -0.606
-0.088 0.412 -0.538
-0.523 0.689 -0.103
-0.106 -0.023 0.268
-0.066 -0.110 0.150
0.691 -0.306 0.403
0.337 -1.337 -0.054
-0.234 -1.040 4.176
-0.398 0.944 3.016
-0.473 1.129 -0.077
0.709 0.770 1.681
0.657 0.246 -0.901
0.497 -2.866 -1.268
-0.043 0.335 -0.415
-0.386 -0.107 0.168
0.985 0.357 0.829
0.035 0.347 -0.281
-0.762 1.345 -4.220
0.123 -0.158 -0.159
-0.404 0.325 -0.628
0.541 -0.624 1.594
0.289 -0.334 0.258
0.180 0.413 -0.114
1.218 -0.375 0.014
-0.022 -0.737 -0.132
0.047 -0.197 -0.147
-0.491 0.351 0.376
-1.645 -1.824 1.136
0.809 -0.650 1.145
0.080 -1.238 1.968
0.460 -0.017 -0.007
1.545 0.605 1.357
0.386 -0.475 -0.130
-1.140 1.534 1.601
0.421 0.200 -0.071
-0.695 0.688 -1.194
0.250 -0.436 0.184
-0.340 -1.668 1.401
-0.294 0.218 -0.380
-0.573 -0.103 -0.014
2.261 1.089 -0.587
-0.106 0.074 -0.047
-0.144 0.367 -0.210
-1.290 -0.262 -0.248
-0.065 0.397 -0.172
-0.374 -0.080 0.133
0.577 -0.692 0.493
1.543 -1.749 -1.086
2.091 1.916 1.620
-0.233 0.187 0.234
-0.109 0.347 0.581
0.496 0.497 -0.464
-1.038 -2.255 4.136
0.856 1.108 1.100
-0.846 -0.526 -0.995
-2.010 1.434 0.059
0.010 0.543 -0.731
0.340 -0.643 0.624
-0.668 -0.491 0.204
-0.194 0.149 0.844
-0.351 -1.688 -3.644
-0.264 -0.258 0.066
0.182 -0.171 0.523
-0.515 0.063 0.608
0.445 -0.589 0.367
-0.667 0.790 -0.217
0.592 0.183 0.047
0.621 0.636 -0.848
0.335 -0.081 -0.285
-0.040 0.937 -0.781
-1.391 -2.750 -4.158
0.831 -0.580 0.166
-0.279 -0.240 0.302
0.710 -0.363 -0.278
-0.840 1.115 -0.100
-0.113 0.459 -0.370
-0.375 0.480 0.034
-1.502 0.469 3.839
-0.122 0.270 -0.211
-0.256 0.316 -0.542
0.142 0.605 0.381
-1.382 -0.441 -0.377
0.342 -0.177 -0.467
-0.639 0.892 0.312
1.265 1.240 -0.779
0.678 0.210 -0.147
2.606 -2.382 0.233
-0.432 -0.450 0.305
1.122 0.028 -0.633
0.142 -0.387 -0.448
1.139 -0.198 -1.218
0.266 -1.057 -0.535
-0.492 -0.264 0.186
-0.528 1.982 2.431
-0.176 0.307 -0.085
2.323 -1.494 -1.303
0.375 0.223 -1.149
1.931 -1.948 0.056
0.355 0.442 -0.761
-0.389 0.064 0.664
-1.627 -2.383 1.433
3.257 0.815 -0.140
2.134 0.723 -3.578
0.015 -0.225 -0.216
0.483 -2.672 -0.156
0.854 1.655 -1.106
0.143 1.052 -1.345
0.042 -0.481 -0.337
-0.333 0.075 -1.315
-0.657 0.209 0.775
-0.469 -0.526 -1.138
-0.825 0.285 0.622
-3.892 -1.799 -4.515
-0.794 2.264 -2.894
-0.566 -0.275 0.907
1.565 -0.137 -3.171
0.374 0.168 -0.379
0.505 -0.708 -0.656
-0.438 -0.048 -0.284
-0.272 -0.826 1.376
0.254 -2.186 -0.584
1.184 0.837 2.927
-0.685 -0.085 -0.186
-0.388 0.721 0.762
-1.129 -0.347 0.496
-0.001 0.209 -0.091
-1.970 0.710 1.421
-0.576 -1.137 1.242
0.945 0.796 -0.164
-1.683 1.210 -0.209
0.086 0.437 0.327
0.497 0.370 -0.015
-1.727 -0.851 -1.630
0.182 -0.505 -0.737
-0.260 0.193 -0.058
-0.167 0.898 -0.828

charge	+1
gap between HOMO and LUMO	0.0742	Eh



# C3H11O

2 unconnected molecules or ions with the total composition C3H11O at a distorted geometry (ωB97M-V with the def2-TZVPD basis set, the OMol25 dataset).

Each line ends with the natural charge from an NBO analysis.
Geometry (Å):
C 0.689844 0.440666 0.265373  -0.399
H -1.831317 0.500896 -2.388249  0.578
H -1.634732 -0.388577 -1.106386  0.586
H 0.496982 0.010634 -0.738983  0.145
H -1.139451 0.909503 1.448465  0.228
H 2.044766 -1.082797 1.076042  0.221
H -1.157490 -0.759143 0.843321  0.171
H -0.126779 -0.257217 2.142265  0.255
H -2.956504 -0.598630 -2.005755  0.579
H 0.645684 1.514153 0.140833  0.220
H 2.625376 -0.296725 -0.404486  0.222
C -0.533541 0.053184 1.161147  -0.658
O -1.993933 -0.399446 -2.027645  -0.756
C 2.079130 -0.152311 0.531235  -0.621
H 2.791961 0.505815 1.062827  0.231

Force components x, y, z for each atom (eV/Å):
-1.132 -0.959 -1.122
-0.087 -0.132 -0.257
0.231 -0.248 0.274
-0.293 0.417 -0.048
-0.201 0.131 -0.407
-0.124 -0.366 0.054
-0.347 -0.687 -0.429
-0.308 -0.197 -0.367
0.089 0.009 -0.099
0.538 0.253 0.010
-0.347 -0.293 -0.054
1.847 0.708 1.505
-0.033 0.435 0.339
0.924 1.013 0.384
-0.758 -0.084 0.216

charge	+1
energy above the lowest of the compared OMol25 structures with the same formula, charge and spin	0.5847	eV
gap between HOMO and LUMO	0.3554	Eh